Entry from OMol25: C24H24MgN4O5P as an isolated structure (ωB97M-V/def2-TZVPD).

ORCA input file:
```
! wB97M-V def2-TZVPD RIJCOSX def2/J DEFGRID3
* xyz 1 1
Mg -0.770 -0.263 0.540
C -3.499 1.204 -2.619
C -3.091 2.517 -2.766
C -2.204 3.058 -1.846
C -1.745 2.260 -0.813
N -2.120 0.976 -0.688
C -2.981 0.466 -1.568
C -0.848 2.751 0.271
C -0.566 4.085 0.527
C 0.157 4.395 1.669
C 0.524 3.393 2.555
C 0.203 2.082 2.230
N -0.403 1.792 1.082
C 0.366 0.915 3.138
C 1.171 0.931 4.265
C 1.197 -0.193 5.078
C 0.421 -1.287 4.738
C -0.341 -1.226 3.581
N -0.368 -0.153 2.796
H -4.192 0.744 -3.308
H -3.460 3.118 -3.586
H -1.874 4.083 -1.939
H -3.248 -0.574 -1.423
H -0.928 4.868 -0.123
H 0.389 5.427 1.895
H 1.009 3.635 3.488
H 1.772 1.797 4.503
H 1.817 -0.210 5.964
H 0.404 -2.179 5.348
H -0.945 -2.065 3.257
O -0.754 -4.206 0.158
C -0.526 -3.034 0.379
O -1.387 -2.080 0.484
C 0.937 -2.599 0.524
C 1.955 -3.538 0.504
C 3.264 -3.104 0.623
C 3.513 -1.745 0.752
C 2.440 -0.874 0.756
N 1.178 -1.289 0.648
H 1.691 -4.580 0.394
H 4.081 -3.813 0.613
H 4.520 -1.361 0.844
H 2.593 0.196 0.844
C 1.083 1.901 -2.791
O 0.177 0.882 -3.208
P 0.147 -0.468 -2.299
O 1.572 -1.163 -2.563
C 2.037 -1.463 -3.892
O -0.870 -1.237 -3.279
C -1.262 -2.579 -2.926
H 0.690 2.854 -3.139
H 2.069 1.734 -3.227
H 1.186 1.931 -1.700
H 3.122 -1.502 -3.848
H 1.718 -0.697 -4.597
H 1.647 -2.429 -4.209
H -0.392 -3.234 -2.862
H -1.915 -2.926 -3.721
H -1.789 -2.601 -1.972
*
```

Total energy ... -56210.2777 eV
LUMO level ... -0.128 Ha
HOMO energy ... -11.81 eV
Energy above the lowest of the compared OMol25 structures with the same formula, charge and spin ... 0.234 eV

natural (NBO) atomic charge list, values in e, 8 entries: Mg 1.746; C -0.222; C -0.126; C -0.236; C 0.240; N -0.588; C 0.072; C 0.163

Entry from OMol25: C24H24MnN11O2S as an isolated structure at a distorted geometry (ωB97M-V/def2-TZVPD).

ORCA input file:
```
! wB97M-V def2-TZVPD RIJCOSX def2/J DEFGRID3
* xyz 3 4
Mn -1.756 0.091 1.239
O -3.792 2.609 -1.087
C -3.339 1.663 -0.526
N -2.220 1.675 0.354
C -1.529 2.867 0.715
O -1.821 3.972 0.379
C -0.346 2.530 1.570
C 0.610 3.456 1.914
C 1.714 3.020 2.641
C 1.813 1.680 2.985
C 0.806 0.805 2.618
N -0.264 1.234 1.932
C -3.869 0.267 -0.658
C -4.879 -0.065 -1.529
C -5.272 -1.397 -1.602
C -4.637 -2.337 -0.802
C -3.630 -1.932 0.055
N -3.260 -0.645 0.125
H 0.483 4.484 1.600
H 2.491 3.717 2.926
H 2.663 1.302 3.536
H 0.847 -0.244 2.871
H -5.332 0.714 -2.129
H -6.063 -1.698 -2.276
H -4.915 -3.382 -0.834
H -3.125 -2.630 0.707
N -3.118 0.836 2.744
N -3.134 0.223 4.009
C -2.510 -0.949 4.162
N -2.588 -1.588 5.306
S -1.596 -1.619 2.865
H -2.903 1.824 2.869
H -4.050 0.776 2.332
H -3.745 0.614 4.716
H -3.126 -1.250 6.093
H -2.104 -2.466 5.428
C 0.189 1.061 -1.659
C 0.134 -0.308 -1.088
N -0.479 -0.750 0.028
C -0.140 -2.103 0.173
C 0.691 -2.442 -0.827
N 0.839 -1.322 -1.606
C 1.793 -1.233 -2.707
N 3.089 -0.890 -2.163
N 3.261 -0.711 -0.809
N 4.479 -0.416 -0.585
C 5.163 -0.422 -1.785
C 6.513 -0.186 -2.052
C 6.909 -0.250 -3.379
C 5.993 -0.547 -4.411
C 4.658 -0.780 -4.162
C 4.272 -0.714 -2.811
H -0.428 1.751 -1.104
H -0.154 1.068 -2.695
H 1.221 1.421 -1.642
H -0.463 -2.720 0.988
H 1.215 -3.361 -1.036
H 1.470 -0.463 -3.407
H 1.795 -2.193 -3.223
H 7.210 0.031 -1.254
H 7.945 -0.076 -3.636
H 6.353 -0.590 -5.431
H 3.969 -1.009 -4.964
*
```

Total energy ... -87894.7218 eV
LUMO level (spin up / spin down) ... -0.314 / -0.453 Ha
HOMO energy (spin up / spin down) ... -16.85 / -16.77 eV
⟨S²⟩ ... 3.7942
Energy above the lowest of the compared OMol25 structures with the same formula, charge and spin ... 0.000 eV

natural (NBO) atomic charge list, values in e, 8 entries: Mn 1.052; O -0.455; C 0.631; N -0.725; C 0.625; O -0.455; C 0.079; C -0.176

Entry from OMol25: the molecule C24H24N2O3 (ωB97M-V/def2-TZVPD).

ORCA input file:
```
! wB97M-V def2-TZVPD RIJCOSX def2/J DEFGRID3
* xyz 0 1
C -3.087 -3.015 0.801
C -2.745 -1.573 1.182
C -3.884 -0.648 0.860
C -4.675 -0.150 1.889
C -5.797 0.620 1.642
C -6.166 0.897 0.337
C -5.389 0.423 -0.703
C -4.244 -0.327 -0.452
N -3.501 -0.780 -1.567
C -2.215 -0.512 -1.913
O -1.717 -1.016 -2.900
C -1.461 0.435 -1.037
C -2.004 1.634 -0.592
C -1.239 2.491 0.180
C 0.059 2.160 0.527
C 0.606 0.971 0.063
N 1.937 0.617 0.398
C 3.009 1.494 0.309
O 2.931 2.643 -0.034
C 4.260 0.734 0.689
C 5.177 0.515 -0.529
C 6.452 -0.174 -0.028
C 5.971 -1.599 0.316
C 4.477 -1.556 -0.027
C 4.470 -0.635 -1.248
C 3.785 -0.679 1.034
C 2.286 -0.653 0.838
O 1.510 -1.551 1.026
C -0.142 0.118 -0.733
H -2.275 -3.676 1.092
H -3.997 -3.337 1.304
H -3.234 -3.105 -0.272
H -2.541 -1.526 2.253
H -1.835 -1.275 0.661
H -4.409 -0.387 2.909
H -6.390 0.990 2.464
H -7.050 1.481 0.129
H -5.660 0.636 -1.727
H -4.014 -1.306 -2.264
H -3.012 1.910 -0.859
H -1.660 3.424 0.522
H 0.651 2.824 1.136
H 4.777 1.262 1.492
H 5.348 1.423 -1.103
H 6.880 0.340 0.832
H 7.205 -0.192 -0.815
H 6.140 -1.855 1.361
H 6.477 -2.344 -0.297
H 4.011 -2.532 -0.144
H 5.053 -1.033 -2.076
H 3.473 -0.382 -1.604
H 4.013 -1.017 2.046
H 0.279 -0.801 -1.110
*
```

Total energy ... -34402.5635 eV
LUMO level ... 0.027 Ha
SMILES ... CCc1ccccc1NC(=O)c1cccc(N2C(=O)[C@@H]3[C@H]4CC[C@H](C4)[C@@H]3C2=O)c1
HOMO energy ... -8.84 eV
Energy above the lowest of the compared OMol25 structures with the same formula, charge and spin ... 0.130 eV

natural (NBO) atomic charge list, values in e, 8 entries: C -0.597; C -0.418; C -0.014; C -0.194; C -0.209; C -0.213; C -0.225; C 0.132

Entry from OMol25: C24H24N2PtSSi as an isolated structure at a distorted geometry (ωB97M-V/def2-TZVPD).

ORCA input file:
```
! wB97M-V def2-TZVPD RIJCOSX def2/J DEFGRID3
* xyz 0 1
Pt 1.624 0.334 -0.172
C -1.074 0.005 -1.880
C -0.751 -1.282 -1.190
C -1.592 -2.403 -1.366
C -1.294 -3.582 -0.759
C -0.159 -3.674 0.076
C 0.160 -4.848 0.786
C 1.222 -4.847 1.652
C 1.981 -3.687 1.843
C 1.715 -2.528 1.140
S 2.623 -1.075 1.409
C 0.642 -2.520 0.225
N 0.339 -1.360 -0.445
H -1.950 -0.115 -2.516
H -0.227 0.337 -2.480
H -1.279 0.785 -1.146
H -2.465 -2.299 -1.994
H -1.930 -4.450 -0.883
H -0.456 -5.728 0.650
H 1.466 -5.737 2.218
H 2.789 -3.690 2.564
C 1.331 1.107 3.409
Si 0.511 1.135 1.714
C 0.146 2.942 1.275
C -1.118 0.194 1.879
C -1.154 -1.089 2.432
C -2.341 -1.797 2.536
C -3.530 -1.229 2.095
C -3.522 0.052 1.562
C -2.327 0.753 1.460
H 0.679 1.605 4.130
H 2.293 1.623 3.394
H 1.510 0.087 3.745
H -0.422 3.421 2.081
H -0.437 3.034 0.363
H 1.079 3.494 1.150
H -0.238 -1.545 2.795
H -2.340 -2.792 2.964
H -4.459 -1.779 2.176
H -4.446 0.509 1.229
H -2.341 1.755 1.042
N 2.054 1.279 -1.748
C 1.830 2.341 -2.559
C 0.805 3.285 -2.341
C 0.615 4.343 -3.207
C 1.449 4.498 -4.313
C 2.470 3.583 -4.550
C 2.656 2.517 -3.691
H 0.180 3.152 -1.475
H -0.177 5.058 -3.023
H 1.302 5.332 -4.988
H 3.115 3.704 -5.410
H 3.442 1.792 -3.859
*
```

Total energy ... -50217.7607 eV
LUMO level ... -0.038 Ha
HOMO energy ... -7.34 eV
Energy above the lowest of the compared OMol25 structures with the same formula, charge and spin ... 0.707 eV

Mulliken atomic charge list, values in e, 8 entries: Pt 0.510; C -1.319; C 1.099; C -0.866; C -0.944; C 1.388; C -0.980; C -0.610

Please write out number 1 again, unchanged.
Entry from OMol25: C24H24MgN4O5P as an isolated structure (ωB97M-V/def2-TZVPD).

ORCA input file:
```
! wB97M-V def2-TZVPD RIJCOSX def2/J DEFGRID3
* xyz 1 1
Mg -0.770 -0.263 0.540
C -3.499 1.204 -2.619
C -3.091 2.517 -2.766
C -2.204 3.058 -1.846
C -1.745 2.260 -0.813
N -2.120 0.976 -0.688
C -2.981 0.466 -1.568
C -0.848 2.751 0.271
C -0.566 4.085 0.527
C 0.157 4.395 1.669
C 0.524 3.393 2.555
C 0.203 2.082 2.230
N -0.403 1.792 1.082
C 0.366 0.915 3.138
C 1.171 0.931 4.265
C 1.197 -0.193 5.078
C 0.421 -1.287 4.738
C -0.341 -1.226 3.581
N -0.368 -0.153 2.796
H -4.192 0.744 -3.308
H -3.460 3.118 -3.586
H -1.874 4.083 -1.939
H -3.248 -0.574 -1.423
H -0.928 4.868 -0.123
H 0.389 5.427 1.895
H 1.009 3.635 3.488
H 1.772 1.797 4.503
H 1.817 -0.210 5.964
H 0.404 -2.179 5.348
H -0.945 -2.065 3.257
O -0.754 -4.206 0.158
C -0.526 -3.034 0.379
O -1.387 -2.080 0.484
C 0.937 -2.599 0.524
C 1.955 -3.538 0.504
C 3.264 -3.104 0.623
C 3.513 -1.745 0.752
C 2.440 -0.874 0.756
N 1.178 -1.289 0.648
H 1.691 -4.580 0.394
H 4.081 -3.813 0.613
H 4.520 -1.361 0.844
H 2.593 0.196 0.844
C 1.083 1.901 -2.791
O 0.177 0.882 -3.208
P 0.147 -0.468 -2.299
O 1.572 -1.163 -2.563
C 2.037 -1.463 -3.892
O -0.870 -1.237 -3.279
C -1.262 -2.579 -2.926
H 0.690 2.854 -3.139
H 2.069 1.734 -3.227
H 1.186 1.931 -1.700
H 3.122 -1.502 -3.848
H 1.718 -0.697 -4.597
H 1.647 -2.429 -4.209
H -0.392 -3.234 -2.862
H -1.915 -2.926 -3.721
H -1.789 -2.601 -1.972
*
```

Total energy ... -56210.2777 eV
LUMO level ... -0.128 Ha
HOMO energy ... -11.81 eV
Energy above the lowest of the compared OMol25 structures with the same formula, charge and spin ... 0.234 eV

natural (NBO) atomic charge list, values in e, 8 entries: Mg 1.746; C -0.222; C -0.126; C -0.236; C 0.240; N -0.588; C 0.072; C 0.163

Please write out number 2 again, unchanged.
Entry from OMol25: C24H24MnN11O2S as an isolated structure at a distorted geometry (ωB97M-V/def2-TZVPD).

ORCA input file:
```
! wB97M-V def2-TZVPD RIJCOSX def2/J DEFGRID3
* xyz 3 4
Mn -1.756 0.091 1.239
O -3.792 2.609 -1.087
C -3.339 1.663 -0.526
N -2.220 1.675 0.354
C -1.529 2.867 0.715
O -1.821 3.972 0.379
C -0.346 2.530 1.570
C 0.610 3.456 1.914
C 1.714 3.020 2.641
C 1.813 1.680 2.985
C 0.806 0.805 2.618
N -0.264 1.234 1.932
C -3.869 0.267 -0.658
C -4.879 -0.065 -1.529
C -5.272 -1.397 -1.602
C -4.637 -2.337 -0.802
C -3.630 -1.932 0.055
N -3.260 -0.645 0.125
H 0.483 4.484 1.600
H 2.491 3.717 2.926
H 2.663 1.302 3.536
H 0.847 -0.244 2.871
H -5.332 0.714 -2.129
H -6.063 -1.698 -2.276
H -4.915 -3.382 -0.834
H -3.125 -2.630 0.707
N -3.118 0.836 2.744
N -3.134 0.223 4.009
C -2.510 -0.949 4.162
N -2.588 -1.588 5.306
S -1.596 -1.619 2.865
H -2.903 1.824 2.869
H -4.050 0.776 2.332
H -3.745 0.614 4.716
H -3.126 -1.250 6.093
H -2.104 -2.466 5.428
C 0.189 1.061 -1.659
C 0.134 -0.308 -1.088
N -0.479 -0.750 0.028
C -0.140 -2.103 0.173
C 0.691 -2.442 -0.827
N 0.839 -1.322 -1.606
C 1.793 -1.233 -2.707
N 3.089 -0.890 -2.163
N 3.261 -0.711 -0.809
N 4.479 -0.416 -0.585
C 5.163 -0.422 -1.785
C 6.513 -0.186 -2.052
C 6.909 -0.250 -3.379
C 5.993 -0.547 -4.411
C 4.658 -0.780 -4.162
C 4.272 -0.714 -2.811
H -0.428 1.751 -1.104
H -0.154 1.068 -2.695
H 1.221 1.421 -1.642
H -0.463 -2.720 0.988
H 1.215 -3.361 -1.036
H 1.470 -0.463 -3.407
H 1.795 -2.193 -3.223
H 7.210 0.031 -1.254
H 7.945 -0.076 -3.636
H 6.353 -0.590 -5.431
H 3.969 -1.009 -4.964
*
```

Total energy ... -87894.7218 eV
LUMO level (spin up / spin down) ... -0.314 / -0.453 Ha
HOMO energy (spin up / spin down) ... -16.85 / -16.77 eV
⟨S²⟩ ... 3.7942
Energy above the lowest of the compared OMol25 structures with the same formula, charge and spin ... 0.000 eV

natural (NBO) atomic charge list, values in e, 8 entries: Mn 1.052; O -0.455; C 0.631; N -0.725; C 0.625; O -0.455; C 0.079; C -0.176

Q: Which of these has the lowest total energy?
A: C24H24MnN11O2S